Here is C29H52BMgN6OS as an isolated structure from the OMol25 dataset. Energies are from wB97M-V/def2-TZVPD.

```
91
Properties=species:S:1:pos:R:3
S 2.4167 4.0055 0.8504
Mg 0.8105 1.0745 0.5239
O 2.0131 2.5367 0.7962
N 1.4697 -0.8267 0.4860
N -0.9490 -0.0659 -1.3493
N -1.4863 -0.4126 1.1404
N -0.1619 1.0642 -1.2464
N -0.8127 0.6814 1.6417
N 0.4899 -1.6896 0.0281
C 2.6114 -1.5045 0.5377
C -2.5658 -0.6496 1.9193
C -3.9826 -0.5129 -3.0625
C 2.4047 -2.8035 0.1042
C 3.8849 -0.8147 0.9421
C 0.3820 1.8630 4.2421
C -1.9532 2.7524 4.5322
C 0.4292 -4.1785 -0.7103
C 0.4240 3.0412 -2.5886
C -2.5669 -1.0899 -2.9963
C 2.9531 4.2565 2.5181
C -2.1390 -1.6360 -4.3599
C -0.3197 3.9730 -3.5401
C -3.6193 -1.7056 1.7073
C -0.3383 1.7659 -2.3624
C 1.8362 2.7425 -3.0986
C -4.4841 -1.4672 0.4678
C 4.4419 0.0073 -0.2245
C -1.5999 -0.0428 -2.5275
C -3.0675 -3.1275 1.7613
C 4.9228 -1.8089 1.4522
C 3.9741 4.0448 0.0224
C -2.5545 0.2665 2.9586
C -0.9215 2.2428 3.5333
C 1.0540 -2.8959 -0.2055
C -1.4511 1.0822 2.7342
C -0.7878 -4.0816 -1.6259
C 0.1895 -5.1546 0.4462
C -1.2339 1.1147 -3.2001
B -0.9746 -1.1162 -0.1748
H 2.4006 3.6670 -3.2415
H 3.6295 3.4415 2.7776
H -5.3503 -2.1303 0.4897
H -2.5195 -3.3085 2.6872
H 4.3353 5.0734 0.0442
H -2.3961 -3.3154 0.9268
H -2.2074 -0.8583 -5.1237
H 1.1603 1.5514 3.5406
H -3.9354 -1.6697 -0.4504
H 0.7666 2.7037 4.8242
H -3.8834 -3.8496 1.7011
H -4.2730 -1.5816 2.5743
H 2.3836 2.0952 -2.4082
H -1.7141 -3.9375 -1.0717
H -1.5843 1.4364 -4.1663
H -1.1110 -1.9992 -4.3470
H -2.7900 -2.4574 -4.6623
H -0.7061 3.0505 2.8234
H -0.5448 -4.7609 1.1479
H 3.4531 5.2233 2.5761
H 1.2318 -4.6063 -1.3170
H -2.8908 3.0181 4.0435
H -4.2986 -0.1117 -2.0993
H -0.8826 -5.0182 -2.1776
H -0.3700 3.5410 -4.5418
H -0.6933 -3.2741 -2.3525
H -0.1851 -6.1056 0.0645
H -2.5619 -1.9079 -2.2786
H 3.1292 -3.5966 0.0178
H 4.5250 -2.4270 2.2574
H 1.7916 2.2284 -4.0609
H 0.5091 3.5408 -1.6142
H -3.2809 0.3345 3.7513
H 3.7841 3.7368 -1.0047
H -2.1670 1.9914 5.2864
H 2.0730 4.2525 3.1571
H 5.3642 0.5158 0.0653
H -4.8470 -0.4389 0.4279
H -1.5797 3.6348 5.0530
H 5.8028 -1.2845 1.8261
H 5.2521 -2.4712 0.6487
H -1.7136 -1.9933 -0.4425
H -1.3394 4.1605 -3.2030
H -4.6937 -1.2842 -3.3627
H 3.6361 -0.1279 1.7588
H 0.1978 4.9296 -3.6224
H 1.1090 -5.3472 0.9991
H 0.2117 1.0311 4.9284
H 3.7292 0.7619 -0.5684
H -4.0341 0.2944 -3.7963
H 4.6686 3.3627 0.5116
H 4.6707 -0.6441 -1.0701
```

## Properties
- gap between HOMO and LUMO (eV) = 9.2
- F_max (eV Å⁻¹) = 0.706
- total charge = +1

Löwdin atomic charge list, values in e, 4 entries:
1 S 0.9333
2 Mg 0.6314
3 O -0.5858
4 N 0.0448


Here is a 12-piece molecular cluster, C48H84N12 overall from the OMol25 dataset. Energies are from wB97M-V/def2-TZVPD.

```
144
Properties=species:S:1:pos:R:3
N 4.0894 -4.3345 -3.5397
N -2.6337 4.2020 4.7905
N 2.6247 2.8129 1.5739
N 1.2453 -2.4012 3.5858
N -4.0499 0.8110 -3.0271
N -2.5458 -2.5392 -0.1368
N -1.1056 6.0089 -6.0592
N 2.9149 2.4966 -3.1570
N -0.7239 1.1265 3.2208
N -5.0881 -0.9529 2.1491
N -0.4938 -4.2288 -2.6606
N 5.2147 1.3239 4.1035
C 5.2159 -0.6180 -2.9641
C -0.5230 5.2220 -5.4635
C 5.2087 4.7869 2.2066
C 4.0428 -1.5115 2.2673
C -4.2193 3.0225 1.8917
C -3.1361 -2.1959 -4.4127
C 1.3645 1.8509 6.3958
C 3.6516 1.9867 -2.4791
C 4.1838 4.1788 3.1746
C -0.8607 -6.3342 0.6527
C 4.6296 1.4482 -1.6034
C 4.6354 -1.2075 3.7052
C 0.3831 -3.2529 -6.5939
C -3.5360 -1.5281 -5.7439
C 0.0986 -2.3599 3.7414
C 3.2989 -3.6447 -4.0310
C 0.6214 -0.5699 -0.3065
C -1.3904 -2.2697 3.7567
C 4.9927 0.2201 3.9639
C 2.2748 -2.9560 -4.8102
C 0.3485 1.1285 3.5986
C 1.7663 0.8475 4.0532
C 4.5841 5.7113 1.1667
C -3.2985 -0.0563 -3.1884
C -4.1555 4.5070 1.4455
C 3.2617 3.3753 2.3707
C -2.2425 -5.6885 -1.4584
C 0.3011 4.3617 -4.6192
C 1.6738 -3.7950 -5.9184
C 0.0589 4.7111 -3.1159
C -2.2262 -1.4703 0.1989
C -1.8195 -1.9300 5.2285
C -5.4443 -0.5461 1.1567
C -1.7128 -0.0750 0.4474
C -1.2252 -4.8051 -2.0108
C -7.7011 -1.8963 -0.3954
C -2.4121 -1.2078 -3.5144
C 5.7180 0.6624 -2.4183
C -3.4043 3.6480 4.1030
C 2.2637 1.7753 5.1568
C -0.5606 0.3515 -0.4831
C -6.4250 -1.2607 -1.0149
C -5.8299 -0.1744 -0.1532
C 0.4330 6.1399 -2.8371
C -1.4962 -3.0888 6.1275
C -4.4248 2.8767 3.3658
C -2.2264 -6.0073 0.0288
C 5.0110 -1.3037 1.1066
H -5.1313 5.0947 1.6874
H -1.8329 -2.9243 7.1494
H -7.4498 -2.1248 0.6127
H -0.3204 -7.0142 0.0268
H -0.4143 -3.4418 6.1659
H -3.1767 -5.2167 -1.7844
H -8.5407 -1.2414 -0.4734
H 2.5015 -3.9661 -6.6586
H 5.7982 -2.0744 0.9374
H -4.2572 -0.7639 -5.5374
H 1.3896 4.6872 -4.8042
H -1.7273 -1.6090 2.9867
H 4.5894 3.4929 3.9272
H -2.9039 -6.8715 0.2435
H 0.5167 6.4576 -1.7976
H 5.5198 -1.7946 3.9349
H 1.6599 2.7361 6.9558
H -3.7915 -2.2792 -6.4874
H -4.0384 -2.6362 -3.9358
H 1.4596 6.2448 -3.2612
H 0.1951 3.2912 -4.8308
H -2.6063 -3.0768 -4.7056
H -0.2273 -5.4749 0.7565
H -5.7168 -2.0402 -1.2987
H 2.7576 -2.0701 -5.2743
H 5.6842 3.9629 1.6681
H -2.4436 0.7168 0.3969
H -3.2912 2.5267 1.6327
H -6.5595 0.6823 -0.0001
H 1.5159 -0.2728 -0.8754
H -3.3611 5.0405 1.9833
H -0.2677 6.8592 -3.3408
H 4.4269 -1.4559 0.2297
H 2.3068 0.7248 3.1261
H 3.6695 -2.5882 2.3564
H -2.2722 -6.6368 -1.9499
H -1.5605 -0.8249 -4.0061
H 3.6308 5.0102 3.5989
H 5.3963 5.9876 0.4521
H -5.0415 0.3122 -0.7395
H 4.2864 -0.4324 -3.4361
H 0.6493 -2.4916 -7.3528
H 0.8516 -0.6864 0.7908
H 0.3683 2.0388 6.0431
H 4.2081 6.6266 1.6799
H 5.9924 5.3977 2.6620
H 0.8526 4.1007 -2.6014
H 5.0555 -1.3701 -2.1896
H -1.3471 -0.9775 5.4877
H 4.2931 0.7710 -0.8190
H -1.7264 -3.2480 3.4420
H -2.1870 -3.9294 5.9041
H -4.9254 2.5115 1.2835
H -2.9452 -1.7523 5.2907
H 3.9416 -1.4534 4.4560
H -7.8814 -2.7920 -0.9371
H -1.3842 -0.0210 1.5271
H -0.1265 -4.0723 -7.0953
H 6.5685 0.3375 -1.7211
H 5.7959 -1.1136 -3.7392
H 1.7328 -0.2612 4.3717
H 3.1113 -0.8766 2.1102
H 6.1291 1.2808 -3.1677
H 1.3948 0.9448 6.9650
H -3.9648 4.6922 0.4317
H 1.4400 -4.8270 -5.5086
H -0.2837 -2.7758 -5.9190
H -0.9409 4.5469 -2.7934
H 5.1043 2.2841 -1.1180
H -0.3116 1.4295 -0.2198
H -1.0196 -6.7347 1.6549
H -2.7249 -0.9400 -6.2456
H -4.3160 1.8468 3.7631
H -2.0783 -1.6743 -2.5363
H 5.4456 -0.2804 1.0616
H 3.7085 5.3165 0.5803
H -2.6415 -5.1432 0.5532
H 0.3234 -1.6093 -0.6902
H 1.5468 -2.6022 -4.1467
H 2.2961 2.8018 4.7924
H 3.3167 1.5195 5.5014
H -5.4295 3.2525 3.6701
H -0.8265 0.3203 -1.5352
H -6.6379 -0.7670 -1.9350
```

## Properties
- gap between HOMO and LUMO (eV) = 11.4
- F_max (eV Å⁻¹) = 3.431
- total charge = 0

Löwdin atomic charge list, values in e, 4 entries:
1 N 0.1421
2 N 0.1355
3 N 0.1750
4 N 0.1764


Here is one molecule with the formula C2H5NO from the OMol25 dataset. Energies are from wB97M-V/def2-TZVPD.

```
9
Properties=species:S:1:pos:R:3
O -1.2609 -0.4091 -1.4485
N 0.2515 -0.4565 0.2485
C 0.2238 0.9758 0.4687
C -0.4836 -1.0206 -0.7419
H -0.3078 -2.1102 -0.8356
H 0.7117 1.2012 1.4192
H 0.7339 1.5192 -0.3360
H -0.8137 1.3182 0.5087
H 0.9452 -1.0178 0.7167
```

## Properties
- gap between HOMO and LUMO (eV) = 10.8
- F_max (eV Å⁻¹) = 0.381
- total charge = 0

Löwdin atomic charge list, values in e, 4 entries:
1 O 0.0109
2 N -0.0436
3 C -0.0874
4 C -0.3856


Here is a 3-piece molecular cluster, C3H6N2O2S2 overall from the OMol25 dataset. Energies are from wB97M-V/def2-TZVPD.

```
15
Properties=species:S:1:pos:R:3
S -2.2325 1.2336 0.2339
S -0.2446 -1.8685 -1.4763
O -2.2720 0.1369 1.1444
O -1.9823 0.9026 -1.1813
N 0.0275 2.0778 0.5621
N 1.7015 -0.6056 -0.3973
C 0.9073 -1.0526 0.6107
C -0.1089 -1.8606 0.1996
C 1.2578 -0.8675 -1.5586
H -0.7932 -2.3333 0.9374
H 0.0939 2.9102 1.0810
H 0.3973 1.2930 1.2032
H 1.6752 -0.8984 -2.5232
H 0.3018 1.9979 -0.4549
H 1.2712 -1.0656 1.6193
```

## Properties
- gap between HOMO and LUMO (eV) = 9.5
- F_max (eV Å⁻¹) = 3.538
- total charge = 0

Löwdin atomic charge list, values in e, 4 entries:
1 S 0.8160
2 S 0.9771
3 O -0.4612
4 O -0.5021


HOMO level list, top to bottom, in eV: -11.22; -10.96; -9.86; -9.24
Energy list, top to bottom, in Ha: -2163.18963; -2536.26950; -209.20480; -1174.24309
Energy relative to the best compared isomer or geometry (same formula, charge and spin) list, top to bottom, in kcal/mol: 1.1; 72.2; 11.0; 0.9